Version one
This record from the OMol25 dataset describes 2 unconnected molecules or ions with the total composition C5H8O. The level of theory is ωB97M-V with the def2-TZVPD basis set.

Structure (ORCA input):
```
! RIJCOSX wB97M-V def2-TZVPD def2/J DEFGRID3
* xyz 0 1
C -1.0556 -0.4880 -0.4005
C 0.2808 -0.4846 -0.2634
C 1.3096 0.4529 -0.7641
C 0.6247 0.7110 0.5697
C -0.7129 1.3916 0.7777
O -1.7169 0.3984 0.3750
H -1.6926 -1.0996 -1.0325
H 1.0384 1.0487 -1.6334
H 2.3641 0.1848 -0.7212
H 1.2432 0.5462 1.4516
H -0.8932 2.2923 0.1787
H -0.8931 1.6171 1.8300
H -0.1420 -3.6035 -0.2008
H 0.2453 -2.9673 -0.1666
*
```

Frontier orbital gap in Eh: 0.329
LUMO in eV: 0.829
HOMO level in hartree: -0.29870
Structure (SMILES): C1=C2C[C@H]2CO1.[H][H]

=====

Version two
This record from the OMol25 dataset describes a molecular structure, C5H8O. The level of theory is ωB97M-V with the def2-TZVPD basis set.

Structure (ORCA input):
```
! RIJCOSX wB97M-V def2-TZVPD def2/J DEFGRID3
* xyz 0 1
C 2.3211 0.1567 0.4059
C 0.9758 -0.0046 -0.1957
C 0.2650 -0.6214 -1.1091
C -0.9678 0.0209 -0.7040
C -2.0640 -0.7533 -0.0330
O -0.1636 0.8640 0.5856
H 3.0124 -0.4826 -0.1509
H 2.3394 -0.1459 1.4588
H 2.6875 1.1889 0.3392
H -1.3324 0.8491 -1.3218
H -1.6407 -1.4534 0.6922
H -2.7856 -0.0957 0.4604
H -2.5850 -1.3327 -0.8034
H -0.0620 1.8100 0.3757
*
```

Frontier orbital gap in Eh: 0.325
LUMO in eV: 0.573
HOMO level in hartree: -0.30410

=====

Version three
This record from the OMol25 dataset describes C5H8O in the gas phase. The level of theory is ωB97M-V with the def2-TZVPD basis set.

Structure (ORCA input):
```
! RIJCOSX wB97M-V def2-TZVPD def2/J DEFGRID3
* xyz 0 1
C -1.3077 -1.1212 0.5319
C -0.1623 -0.2845 0.0505
C -0.0910 0.7190 -1.1221
C 1.3198 0.4862 -0.5620
C 0.7792 0.6270 0.8672
O 1.0332 -0.9550 -0.5051
H -1.7613 -1.6836 -0.2901
H -2.0701 -0.4715 0.9742
H -0.9668 -1.8263 1.2965
H -0.2727 0.2903 -2.1104
H -0.5505 1.7028 -0.9856
H 2.2858 0.7946 -0.9660
H 1.3621 0.1178 1.6381
H 0.4022 1.6046 1.1830
*
```

Frontier orbital gap in Eh: 0.384
LUMO in eV: 1.034
HOMO level in hartree: -0.34602

=====

Version four
This record from the OMol25 dataset describes C5H8O in the gas phase. The level of theory is ωB97M-V with the def2-TZVPD basis set.

Structure (ORCA input):
```
! RIJCOSX wB97M-V def2-TZVPD def2/J DEFGRID3
* xyz 0 1
C 1.8258 0.2508 0.6502
O 1.6693 1.5138 0.3916
C 0.3975 -0.2860 0.1639
C -0.8601 -0.3046 0.8070
C -1.6356 0.1136 -0.4031
C -0.2748 0.0883 -1.1622
H 1.9019 -0.0741 1.7181
H 2.5945 -0.3216 0.0785
H -1.1297 -0.5677 1.8289
H 0.1022 -1.4098 0.4030
H -2.0306 1.1303 -0.2741
H -2.4428 -0.5416 -0.7422
H 0.0733 1.0628 -1.4998
H -0.1907 -0.6541 -1.9598
*
```

Frontier orbital gap (alpha / beta) in Eh: 0.266 / 0.266
LUMO (alpha / beta) in eV: -0.547 / -0.547
HOMO level (alpha / beta) in hartree: -0.28566 / -0.28568

=====

Stability ranking, top entry: version three; the second entry is 0.0643 hartree less favorable.

=====

Version one
This record from the OMol25 dataset describes C5H8O in the gas phase. The level of theory is ωB97M-V with the def2-TZVPD basis set.

Structure (ORCA input):
```
! RIJCOSX wB97M-V def2-TZVPD def2/J DEFGRID3
* xyz 0 1
C 1.3517 0.2238 -0.7543
C 0.1923 -0.2830 -0.3426
C -0.3162 -1.5984 -0.8771
C -0.7212 0.4039 0.6526
C -0.1915 1.6439 1.3458
O 0.9334 1.7866 1.7598
H 1.7537 1.1547 -0.3700
H 1.9429 -0.2952 -1.5049
H -0.4747 -2.3231 -0.0678
H 0.4010 -2.0340 -1.5794
H -1.2757 -1.4842 -1.3976
H -0.9808 -0.3027 1.4576
H -1.6781 0.6560 0.1733
H -0.9366 2.4516 1.5045
*
```

Frontier orbital gap in Eh: 0.383
LUMO in eV: 0.936
HOMO level in hartree: -0.34817
Structure (SMILES): C=C(C)CC=O

=====

Version two
This record from the OMol25 dataset describes C5H8O in the gas phase. The level of theory is ωB97M-V with the def2-TZVPD basis set.

Structure (ORCA input):
```
! RIJCOSX wB97M-V def2-TZVPD def2/J DEFGRID3
* xyz 0 1
C -0.6235 2.2141 -0.7871
C -0.2922 1.0671 -0.6186
C 0.0657 -0.3333 -0.3486
C 1.5816 -0.5231 -0.2494
C -0.6362 -0.7834 0.9419
O -2.0300 -0.6117 0.8871
H -0.8972 3.2326 -0.9540
H -0.3279 -0.9481 -1.1681
H 1.9964 0.0871 0.5595
H 2.0761 -0.2324 -1.1797
H 1.8197 -1.5727 -0.0463
H -0.4580 -1.8527 1.0945
H -0.1922 -0.2445 1.7945
H -2.1915 0.3237 0.6954
*
```

Frontier orbital gap in Eh: 0.408
LUMO in eV: 1.022
HOMO level in hartree: -0.37033
Structure (SMILES): C#C[C@@H](C)CO

=====

Stability ranking, top entry: version one; the second entry is 0.0345 hartree less favorable.

=====

Version one
This record from the OMol25 dataset describes C5H8O in the gas phase. The level of theory is ωB97M-V with the def2-TZVPD basis set.

Structure (ORCA input):
```
! RIJCOSX wB97M-V def2-TZVPD def2/J DEFGRID3
* xyz 0 1
C 1.3891 0.2638 0.1194
C 0.7079 -1.1145 0.0160
C -0.5862 -0.3644 -0.1051
C 0.2173 0.9511 -0.5796
C -1.8032 -0.0282 0.6019
O -1.8097 -0.7722 -0.6365
H 2.3666 0.3848 -0.3304
H 1.4113 0.5747 1.1710
H 0.9040 -1.5751 -0.9581
H 0.8708 -1.8405 0.8135
H 0.2500 0.9838 -1.6696
H 0.0752 2.0154 -0.2586
H -2.3318 -0.5142 1.4262
H -1.6613 1.0355 0.3899
*
```

Frontier orbital gap in Eh: 0.394
LUMO in eV: 1.089
HOMO level in hartree: -0.35410
Structure (SMILES): C1CC2(C1)CO2

=====

Version two
This record from the OMol25 dataset describes 2 unconnected molecules or ions with the total composition C5H8O. The level of theory is ωB97M-V with the def2-TZVPD basis set.

Structure (ORCA input):
```
! RIJCOSX wB97M-V def2-TZVPD def2/J DEFGRID3
* xyz 0 1
O 1.4606 0.5700 -2.0283
C 0.8586 0.3187 -1.0155
C 0.5274 1.3023 0.1068
C -0.1797 0.4631 1.1307
C -0.5142 -0.7970 0.5892
C 0.3020 -1.0594 -0.6539
H 1.4456 1.7990 0.4444
H -0.1120 2.0929 -0.3107
H -0.3783 0.7460 2.1537
H -1.4384 0.0896 0.4464
H -2.0176 -0.6680 -0.1960
H -0.8592 -1.6256 1.2063
H 1.1458 -1.7150 -0.3894
H -0.2407 -1.5165 -1.4837
*
```

Frontier orbital gap in Eh: 0.300
LUMO in eV: 0.713
HOMO level in hartree: -0.27399

=====

Version three
This record from the OMol25 dataset describes C5H8O in the gas phase. The level of theory is ωB97M-V with the def2-TZVPD basis set.

Structure (ORCA input):
```
! RIJCOSX wB97M-V def2-TZVPD def2/J DEFGRID3
* xyz 0 1
C 0.6461 1.2887 0.1906
O 0.4141 0.9670 -1.1683
C -0.7292 0.1266 -1.2205
C -0.7348 -0.6453 0.0858
C 0.5593 -1.3122 0.4418
C 0.2488 0.0566 0.9836
H 1.6819 1.6324 0.2715
H -0.0192 2.1038 0.5246
H -0.6171 -0.5110 -2.1039
H -1.6527 0.7176 -1.3247
H -1.6744 -1.0305 0.4679
H 1.3251 -1.4297 -0.3216
H 0.4764 -2.1541 1.1258
H 0.0757 0.1900 2.0474
*
```

Frontier orbital gap in Eh: 0.398
LUMO in eV: 1.137
HOMO level in hartree: -0.35609
Structure (SMILES): C1OC[C@H]2C[C@@H]12

=====

Stability ranking, top entry: version three; the second entry is 0.0700 hartree less favorable.

=====

Version one
This record from the OMol25 dataset describes a molecular structure, C5H8O. The level of theory is ωB97M-V with the def2-TZVPD basis set.

Structure (ORCA input):
```
! RIJCOSX wB97M-V def2-TZVPD def2/J DEFGRID3
* xyz 0 1
C -1.2249 -0.6248 -0.5961
C -0.6398 0.6510 -0.5085
C 0.0293 1.3279 0.6548
C 1.1645 0.4653 0.1946
C 1.1823 -0.8444 0.6491
O 1.0643 -1.8055 -0.2086
H -1.5511 -1.1051 0.3336
H -1.8494 -0.8203 -1.4692
H 0.0323 -1.4559 -0.7180
H -0.5471 1.1943 -1.4518
H -0.3667 1.0189 1.6254
H 0.1384 2.4099 0.5704
H 1.6171 0.6645 -0.7757
H 0.9508 -1.0760 1.7000
*
```

Frontier orbital gap in Eh: 0.336
LUMO in eV: 0.723
HOMO level in hartree: -0.30917

=====

Version two
This record from the OMol25 dataset describes C5H8O in the gas phase. The level of theory is ωB97M-V with the def2-TZVPD basis set.

Structure (ORCA input):
```
! RIJCOSX wB97M-V def2-TZVPD def2/J DEFGRID3
* xyz 0 1
C 1.6361 0.1958 -0.2505
C 0.3105 0.2449 0.4936
C -0.4857 -1.0922 0.5079
C -1.5701 -0.4044 -0.3206
O -2.5959 -0.7794 -0.8200
C -0.8461 0.9415 -0.2808
H 1.4993 -0.2085 -1.2621
H 2.0702 1.1975 -0.3457
H 2.3606 -0.4399 0.2716
H 0.4567 0.6568 1.4974
H -0.8436 -1.4200 1.4897
H -0.0048 -1.9436 0.0116
H -1.3995 1.7060 0.2752
H -0.5877 1.3457 -1.2674
*
```

Frontier orbital gap in Eh: 0.385
LUMO in eV: 0.964
HOMO level in hartree: -0.34946
Structure (SMILES): CC1CC(=O)C1

=====

Stability ranking, top entry: version two; the second entry is 0.1120 hartree less favorable.

=====

Version one
This record from the OMol25 dataset describes C5H8O in the gas phase. The level of theory is ωB97M-V with the def2-TZVPD basis set.

Structure (ORCA input):
```
! RIJCOSX wB97M-V def2-TZVPD def2/J DEFGRID3
* xyz 0 1
O 2.1342 0.3803 -1.2954
C 2.0930 0.6252 0.0010
C 0.9027 0.1245 0.6779
C -0.2020 -0.5004 -0.0880
C -1.5569 -0.6542 0.5235
C -1.3484 0.3146 -0.5734
H 2.9568 0.9405 -1.1578
H 1.3561 -0.5572 1.4074
H 0.5281 0.9607 1.2715
H 0.1406 -1.2865 -0.7416
H -2.1364 -1.5377 0.3074
H -1.7190 -0.2486 1.5117
H -1.7805 0.0772 -1.5312
H -1.3684 1.3616 -0.3131
*
```

Frontier orbital gap in Eh: 0.350
LUMO in eV: 1.087
HOMO level in hartree: -0.31007

=====

Version two
This record from the OMol25 dataset describes C5H8O in the gas phase. The level of theory is ωB97M-V with the def2-TZVPD basis set.

Structure (ORCA input):
```
! RIJCOSX wB97M-V def2-TZVPD def2/J DEFGRID3
* xyz 0 1
C -1.7277 -0.9389 -1.4519
C -0.8068 -0.3381 -0.9572
C 0.3197 0.3391 -0.2978
C -0.1222 1.6533 0.3516
C 0.9401 -0.6149 0.7357
O 1.3517 -1.8342 0.1704
H -2.5524 -1.4494 -1.8994
H 1.0865 0.5422 -1.0573
H -0.8842 1.4662 1.1159
H -0.5467 2.3328 -0.3924
H 0.7310 2.1497 0.8262
H 1.8364 -0.1508 1.1604
H 0.2185 -0.7703 1.5547
H 0.5741 -2.2254 -0.2537
*
```

Frontier orbital gap in Eh: 0.408
LUMO in eV: 1.022
HOMO level in hartree: -0.37030
Structure (SMILES): C#C[C@@H](C)CO

=====

Stability ranking, top entry: version two; the second entry is 0.0793 hartree less favorable.

=====

Version one
This record from the OMol25 dataset describes a gas-phase ion, C5H8N (charge +1). The level of theory is ωB97M-V with the def2-TZVPD basis set.

Structure (ORCA input):
```
! RIJCOSX wB97M-V def2-TZVPD def2/J DEFGRID3
* xyz 1 1
N -1.8275 0.5677 -0.1635
C -0.3551 0.0301 -0.0499
C 0.0068 -1.2492 -0.8251
C 0.9456 0.0384 -0.6531
C 1.7954 0.7405 0.4760
C 0.5597 0.1602 1.1064
H -1.9825 1.5078 0.3837
H -2.4467 -0.2130 0.3060
H -2.0260 0.5887 -1.1471
H -0.3074 -1.4033 -1.8372
H 0.1785 -2.0494 -0.1965
H 1.8674 1.7975 0.2991
H 2.7699 0.3125 0.6763
H 0.8220 -0.8284 1.6247
*
```

Frontier orbital gap in Eh: 0.351
LUMO in eV: -3.886
HOMO level in hartree: -0.49376
Structure (SMILES): [NH3+][C@@]12C[C@@]13C[C@H]32

=====

Version two
This record from the OMol25 dataset describes a gas-phase ion, C5H8N (charge +1). The level of theory is ωB97M-V with the def2-TZVPD basis set.

Structure (ORCA input):
```
! RIJCOSX wB97M-V def2-TZVPD def2/J DEFGRID3
* xyz 1 1
C -2.0309 -0.0458 -0.1018
C -3.2913 0.1675 -0.0477
C -0.6041 -0.1784 -0.0326
C 1.6391 0.8414 0.0236
C 2.4128 -0.3202 0.1203
N 0.3945 0.9988 0.0254
H -3.9752 0.9754 -0.3621
H -3.9815 -0.5796 0.2919
H -0.5789 -0.7581 0.8651
H -0.2347 -0.8738 -0.9276
H 2.2409 1.8379 -0.1804
H 3.2410 -0.4445 -0.6439
H 1.8091 -1.2726 -0.0328
H 2.9590 -0.3480 1.0026
*
```

Frontier orbital gap in Eh: 0.264
LUMO in eV: -7.018
HOMO level in hartree: -0.52175

=====

Version three
This record from the OMol25 dataset describes a gas-phase ion, C5H8N (charge +1). The level of theory is ωB97M-V with the def2-TZVPD basis set.

Structure (ORCA input):
```
! RIJCOSX wB97M-V def2-TZVPD def2/J DEFGRID3
* xyz 1 1
C -1.5701 -1.5025 -0.7630
C -0.7209 -0.5257 -0.1367
C 0.4955 0.3359 -0.3562
C 1.8765 1.1766 -1.0036
C -0.1391 0.2127 0.8934
N -0.2525 0.4682 2.1658
H -1.0184 -2.0437 -1.5345
H -2.4034 -1.0042 -1.2635
H -1.9778 -2.1957 -0.0304
H 1.5122 1.7857 -1.8154
H 2.5655 0.4139 -1.3348
H 2.2450 1.7580 -0.1715
H -0.9868 0.0274 2.7002
H 0.3742 1.0934 2.6502
*
```

Frontier orbital gap in Eh: 0.408
LUMO in eV: -3.923
HOMO level in hartree: -0.55253
Structure (SMILES): Cc1c(C)c1=[NH2+]

=====

Stability ranking, top entry: version three; the second entry is 0.1167 hartree less favorable.